[1]
Computed, not measured: 10 unconnected molecules or ions with the total composition C35H84ClI3N19O16P in a non-equilibrium geometry, with the ωB97M-V functional and the def2-TZVPD basis.

```
159
Properties=species:S:1:pos:R:3:forces:R:3
C 0.903971 5.630287 1.190535 1.1 0.1 0.2
C 2.249931 5.138976 1.747408 -0.4 0.0 0.2
C 2.116884 3.919708 2.663233 0.0 -0.4 -0.7
C 1.980147 2.615997 1.846948 0.3 0.5 0.1
N 1.074611 1.681694 2.501816 0.0 -0.1 0.3
C 0.931933 0.387924 1.886703 0.2 0.2 0.5
C 2.274626 -0.378514 2.028107 0.3 0.6 -0.2
O 2.250446 -1.603662 2.729026 -0.1 0.3 -0.1
C 1.914165 -2.825428 2.092465 -0.1 -0.6 -0.2
C 1.944513 -2.756076 0.564622 0.3 -0.5 -0.4
C 3.295623 -2.736786 -0.165818 -0.1 0.2 -0.5
C 3.127264 -2.240498 -1.616582 0.4 0.4 0.4
C 4.465187 -1.736710 -2.173251 -0.2 -0.5 0.2
C 4.410575 -1.220324 -3.609687 0.7 0.4 -0.1
O 3.429233 -1.874150 -4.427609 -0.5 0.1 0.6
C 3.718438 -3.145502 -4.778358 -0.8 0.2 -0.3
C 2.496498 -3.991310 -4.989019 0.0 0.1 0.0
O 4.829907 -3.545446 -4.907316 1.2 -0.4 0.2
C 0.481120 -3.169087 2.578011 0.0 0.5 0.1
C -0.691035 -2.732251 1.693278 -0.2 -0.4 -0.2
C -1.946630 -2.633371 2.540645 0.4 -0.4 0.2
O -1.807329 -1.499175 3.413956 0.0 0.2 -0.7
C -2.986194 -1.122167 3.997411 0.6 1.0 -0.6
C -3.433534 0.239582 3.564836 0.2 0.1 0.0
O -3.552038 -1.819075 4.759387 -0.9 -1.2 1.0
C 2.953700 -3.930790 2.573547 -0.4 0.5 0.6
I 4.889908 -2.994172 2.887303 0.0 -0.1 -0.2
C 2.569300 -4.716774 3.855758 0.5 0.0 -0.1
C 3.685592 -5.212680 4.776680 -0.5 -0.4 0.2
I 1.585921 -6.544415 3.160507 0.0 -0.1 0.2
O 0.543072 0.493626 0.499075 -0.2 -0.8 0.0
C -0.764224 1.014438 0.306755 0.3 0.3 -0.1
C -0.661355 2.519154 0.015540 -0.3 0.4 -0.2
C -1.969312 3.226449 -0.398392 0.3 0.3 0.8
C -2.071458 4.600869 0.268005 -0.3 -0.2 -0.3
I -1.986569 3.539961 -2.526450 -0.1 0.1 -0.2
P -1.823343 0.256533 -1.092573 -0.2 0.3 0.2
O -2.926208 -0.568284 -0.186870 0.3 -0.4 0.0
Cl -0.659594 -1.267468 -1.844892 0.2 -0.1 0.2
H 0.938530 6.702800 0.982905 0.3 -0.6 0.1
H 0.101138 5.489321 1.919637 0.0 0.0 -0.1
H 0.637757 5.151425 0.245321 0.1 -0.1 0.2
H 2.713934 5.933531 2.332133 0.1 0.0 -0.1
H 2.924783 4.905899 0.917506 0.1 0.1 0.1
H 1.203438 4.016792 3.261254 0.2 0.2 0.2
H 2.993394 3.843952 3.308251 -0.2 0.0 0.2
H 2.966478 2.151434 1.759609 -0.1 -0.1 -0.1
H 1.668636 2.878681 0.827235 0.1 -0.2 0.1
H 0.176810 2.108019 2.704016 0.0 0.0 -0.1
H 0.171416 -0.141228 2.472366 -0.1 -0.1 -0.3
H 2.794493 -0.432678 1.066571 -0.2 -0.2 0.0
H 2.892788 0.254883 2.666283 0.0 -0.1 0.0
H 1.387429 -3.628684 0.197981 0.0 0.1 0.0
H 1.384625 -1.890810 0.222170 -0.2 0.1 0.1
H 4.009058 -2.064241 0.311656 -0.1 -0.1 0.1
H 3.745627 -3.734239 -0.203928 0.1 0.1 0.2
H 2.712493 -3.026222 -2.249670 -0.2 0.1 0.0
H 2.449122 -1.383103 -1.585444 -0.3 -0.1 -0.3
H 4.798864 -0.922837 -1.521891 0.1 0.0 -0.2
H 5.211272 -2.531974 -2.066364 0.0 0.0 -0.2
H 4.175483 -0.155165 -3.621419 -0.3 -0.2 -0.1
H 5.389420 -1.327365 -4.082017 -0.1 0.0 0.0
H 2.684003 -4.685733 -5.804796 -0.1 0.0 0.0
H 1.609856 -3.384763 -5.163359 0.0 -0.1 0.0
H 2.351671 -4.573209 -4.074668 -0.1 0.0 -0.1
H 0.374884 -2.647801 3.533723 0.1 -0.2 0.1
H 0.341888 -4.228546 2.756438 0.0 -0.1 0.0
H -0.883379 -3.509974 0.940481 0.1 0.2 0.0
H -0.517946 -1.808705 1.142311 0.0 0.1 0.1
H -2.039900 -3.544843 3.143822 -0.1 0.1 0.0
H -2.855348 -2.550860 1.935612 0.1 0.2 0.0
H -3.637960 0.202240 2.491008 0.0 0.1 0.0
H -4.324016 0.534299 4.112673 0.0 0.0 0.0
H -2.620574 0.949611 3.732839 -0.1 0.0 0.0
H 3.086445 -4.650220 1.770878 0.3 0.2 -0.1
H 1.863217 -4.162886 4.469406 -0.3 -0.1 -0.2
H 4.490692 -5.699160 4.228587 0.1 0.2 0.0
H 4.046699 -4.403800 5.410997 0.2 0.0 -0.2
H 3.259594 -5.966637 5.443924 0.0 0.1 0.0
H -1.365926 0.872948 1.218366 -0.1 -0.1 -0.1
H -0.306957 3.050354 0.905160 -0.1 -0.2 -0.1
H 0.094317 2.699700 -0.753277 0.0 -0.2 0.1
H -2.853849 2.658865 -0.096559 0.0 -0.2 -0.5
H -2.967933 5.119452 -0.075751 0.0 0.0 0.0
H -1.197213 5.215885 0.062542 -0.4 -0.1 0.0
H -2.168768 4.447428 1.347955 0.1 0.1 0.0
H -2.861763 -1.525603 -0.320329 -0.1 0.1 0.1
N -1.318858 -7.642293 1.242335 0.0 0.0 -0.2
C -1.910950 -7.357642 0.043590 -0.1 0.0 0.1
N -2.993796 -8.153131 -0.276872 -0.1 0.1 0.1
O -1.523996 -6.471264 -0.687126 0.0 0.1 0.0
H -1.632081 -8.358294 1.870367 0.0 0.0 0.0
H -0.525510 -7.076076 1.491844 0.0 0.0 0.1
H -3.444401 -7.978563 -1.157936 0.2 -0.1 -0.1
H -3.344529 -8.880155 0.319454 0.0 0.0 0.0
N 0.567711 0.447808 -5.490413 0.1 0.0 -0.1
C 0.155038 1.040200 -6.648608 0.0 0.0 0.2
N -0.892525 1.917934 -6.511495 0.0 0.1 0.0
O 0.669057 0.817758 -7.730388 0.0 0.1 0.0
H 0.148848 0.627520 -4.596579 0.0 0.0 0.0
H 1.327023 -0.207790 -5.551100 0.0 0.0 0.0
H -1.231451 2.356593 -7.346459 -0.1 -0.1 0.0
H -1.328742 2.125586 -5.633984 0.0 0.0 0.1
N -0.365326 -11.611563 -3.278453 0.0 0.0 0.0
C -0.941127 -10.504824 -2.713858 0.0 -0.1 0.0
N -1.044783 -10.530402 -1.348097 0.0 0.0 0.0
O -1.341596 -9.567335 -3.377252 0.0 0.0 0.0
H -0.028578 -12.392839 -2.749762 0.0 0.0 0.0
H -0.277765 -11.621343 -4.277168 0.0 0.0 0.0
H -1.454794 -9.721856 -0.912436 0.0 -0.1 -0.1
H -0.737395 -11.299494 -0.784444 0.1 0.0 0.0
N 0.714529 2.322182 5.831966 -0.1 0.0 -0.1
C -0.122089 3.316756 6.243575 0.0 -0.1 0.0
N -0.286834 3.433058 7.597670 0.0 0.0 0.0
O -0.691761 4.052971 5.453508 0.0 0.0 0.0
H 1.190237 1.695097 6.451833 0.0 0.0 0.0
H 0.841787 2.224217 4.838639 0.2 -0.1 -0.1
H -0.898723 4.156717 7.924179 0.0 0.0 0.0
H 0.169988 2.839801 8.263011 0.0 0.0 0.0
N 6.788035 7.608571 2.785224 0.0 0.0 0.0
C 5.471889 7.276925 2.963910 0.0 0.0 0.0
N 4.590008 8.319122 2.867801 0.0 0.0 0.0
O 5.111949 6.136592 3.189750 0.1 0.0 0.1
H 7.104653 8.539863 2.596049 0.0 0.0 0.0
H 7.458619 6.866091 2.847687 0.0 0.0 0.0
H 3.617093 8.109948 2.991586 0.0 0.0 0.0
H 4.866186 9.263204 2.678530 0.0 0.0 0.0
N -6.761474 -6.154634 -0.888434 0.0 0.0 0.0
C -6.438033 -5.367189 0.185820 0.0 0.0 0.0
N -5.237369 -5.653855 0.775785 0.0 0.0 0.0
O -7.167653 -4.478171 0.581510 0.0 0.0 0.0
H -6.174100 -6.887227 -1.236253 0.0 0.0 0.0
H -7.634209 -5.968407 -1.345006 0.0 0.0 0.0
H -4.972643 -5.090954 1.562223 0.0 0.0 0.0
H -4.621323 -6.382823 0.464500 0.0 0.0 0.0
N -0.074903 6.003520 -7.318499 0.0 0.0 0.0
C 1.221860 5.900933 -7.757349 0.0 -0.1 0.0
N 1.612157 4.645155 -8.127275 -0.1 0.0 0.0
O 1.963554 6.864549 -7.807588 0.0 0.0 0.0
H -0.703618 5.225950 -7.265606 0.0 0.0 0.0
H -0.389868 6.910327 -7.030945 0.0 0.0 0.0
H 2.553177 4.535081 -8.454759 0.0 0.0 0.0
H 1.014168 3.839932 -8.088712 0.1 0.0 0.0
N -5.754057 3.129217 -2.732691 0.0 0.1 0.0
C -6.767308 3.555649 -1.920062 0.0 0.0 0.0
N -7.989984 2.986858 -2.156478 0.0 0.0 0.0
O -6.592800 4.382648 -1.042456 0.0 0.0 0.0
H -5.870329 2.446507 -3.456672 0.0 0.0 0.0
H -4.845223 3.526474 -2.571646 0.0 -0.1 -0.1
H -8.750273 3.276978 -1.571143 0.0 0.0 0.0
H -8.153872 2.301472 -2.868285 0.0 0.0 0.0
N -1.890983 8.726524 -1.032692 0.0 0.0 0.0
C -1.436448 8.423043 0.220146 -0.3 0.2 -0.1
N -1.794291 9.301075 1.204976 0.1 0.0 0.0
O -0.762224 7.433096 0.444571 -0.7 0.6 -0.2
H -2.451344 9.530677 -1.239779 0.0 0.0 0.0
H -1.646023 8.095956 -1.773094 0.0 0.0 0.0
H -1.479668 9.097496 2.134998 0.0 0.0 0.0
H -2.352403 10.117181 1.043936 0.0 0.0 0.0
```
Positions in Å, forces in eV/Å.

The LUMO energy comes out at -0.0079 Eh. The structure (SMILES) is CCCCN[C@H](CO[C@](CCCCCOC(C)=O)(CCCOC(C)=O)[C@@H](I)[C@H](C)I)O[C@@H](C[C@@H](C)I)P(O)Cl.NC(N)=O.NC(N)=O.NC(N)=O.NC(N)=O.NC(N)=O.NC(N)=O.NC(N)=O.NC(N)=O.NC(N)=O. Its charge is 0. As for the spin multiplicity: 1. The orbital gap comes out at 8.451 eV.

=====

[2]
Computed, not measured: 6 unconnected molecules or ions with the total composition C35H85ClN5O2P, with the ωB97M-V functional and the def2-TZVPD basis.

```
129
Properties=species:S:1:pos:R:3:forces:R:3
C -0.638073 -0.944152 -2.329262 0.2 -0.1 -0.2
C -0.137292 -2.336402 -1.904991 0.2 0.5 0.4
Cl -1.509985 -3.478502 -1.746923 -0.1 -0.1 0.0
C 0.678497 -2.325416 -0.593257 0.2 0.1 -0.2
P 2.453205 -2.722496 -0.982672 0.1 -0.7 -0.2
C 3.057948 -1.342714 -2.091085 -0.3 0.1 0.7
C 4.039886 -0.309268 -1.557289 0.1 0.3 -0.2
O 4.635075 0.424319 -2.291553 0.0 -0.3 0.1
O 4.259267 -0.255120 -0.199064 -0.1 0.2 -0.2
H -0.309012 -0.175759 -1.629266 -0.1 0.0 0.1
H -0.222058 -0.690747 -3.306230 -0.1 0.0 0.0
H -1.721430 -0.912287 -2.410516 0.0 0.0 0.1
H 0.498306 -2.724674 -2.700510 -0.2 -0.3 -0.1
H 0.358938 -3.142631 0.051464 0.0 0.0 0.0
H 0.530453 -1.397107 -0.039926 0.0 0.0 -0.1
H 3.066058 -2.408588 0.243793 -0.1 0.3 0.0
H 3.510982 -1.794196 -2.969591 0.0 0.1 -0.1
H 2.188000 -0.774692 -2.435303 0.0 0.0 -0.1
H 3.496380 0.142150 0.243200 0.0 -0.2 0.1
C 0.304706 3.793277 3.695051 0.0 0.0 0.0
C 0.551137 4.042299 2.215388 -0.1 0.0 0.1
N 0.906576 2.833288 1.496694 0.1 -0.1 -0.2
C 1.439875 3.079939 0.169564 0.2 0.1 -0.1
C 0.524884 3.723770 -0.878947 0.0 -0.1 -0.1
C -0.037448 1.735752 1.598438 -0.1 -0.1 0.2
C -1.479067 1.972551 1.137215 -0.1 -0.2 0.0
H 1.149170 3.268005 4.143867 0.0 0.0 0.0
H 0.177024 4.742810 4.216245 0.0 0.0 0.0
H -0.598712 3.204450 3.865354 0.0 0.0 0.0
H 1.387360 4.739335 2.115641 0.0 0.0 -0.1
H -0.327727 4.551469 1.788674 0.0 0.0 0.0
H 1.813751 2.128852 -0.227392 0.0 0.0 0.0
H 2.324326 3.714959 0.281779 0.0 0.0 0.1
H -0.239535 3.035840 -1.237833 0.0 0.0 0.0
H 1.118185 4.023120 -1.745560 0.0 0.0 0.0
H 0.032447 4.617147 -0.494272 0.0 0.0 0.0
H -0.064546 1.402623 2.640139 0.0 0.1 0.0
H 0.376442 0.886728 1.044402 0.0 0.0 0.0
H -1.902006 2.895739 1.536985 0.1 0.0 0.0
H -2.109300 1.152400 1.489845 0.0 0.0 0.0
H -1.565264 1.998414 0.051937 0.0 0.1 0.0
C -6.186870 -0.042455 6.069685 0.0 0.0 0.0
C -5.238725 1.136374 6.234469 -0.1 -0.1 0.0
N -3.973502 0.943543 5.551357 0.1 0.1 0.0
C -2.949607 1.893404 5.947332 0.1 0.1 0.1
C -3.173888 3.377811 5.640597 0.1 0.0 -0.1
C -4.056783 0.651221 4.131920 -0.1 -0.2 -0.1
C -4.769344 1.655685 3.219483 0.1 0.0 -0.1
H -5.696279 -0.973902 6.355697 0.0 0.0 0.0
H -7.060857 0.093970 6.707566 0.0 0.0 0.0
H -6.543913 -0.142300 5.043847 0.0 0.0 0.0
H -5.019808 1.255631 7.299044 0.1 0.0 0.0
H -5.757033 2.056488 5.920699 0.0 0.0 0.0
H -2.000409 1.581518 5.498784 0.0 0.0 -0.1
H -2.806249 1.786942 7.027705 -0.1 0.0 0.0
H -3.056217 3.590453 4.578007 -0.1 0.0 0.0
H -2.429592 3.975548 6.171179 0.0 0.0 0.0
H -4.158927 3.723575 5.955122 0.0 0.0 0.0
H -4.546751 -0.319717 4.017052 0.0 0.0 0.0
H -3.036421 0.498294 3.766290 0.0 0.0 0.0
H -5.737583 1.966501 3.614648 0.0 0.0 0.1
H -4.951995 1.190887 2.248149 0.0 0.0 0.0
H -4.168310 2.546760 3.042835 -0.1 0.0 0.0
C 3.359486 -0.695127 6.562708 0.0 0.0 0.0
C 1.845332 -0.584304 6.458230 0.1 0.0 0.1
N 1.275170 -1.495115 5.483509 0.0 0.0 -0.1
C -0.102881 -1.190697 5.143902 -0.1 0.1 -0.1
C -1.172901 -1.307253 6.235892 -0.1 0.0 -0.1
C 1.590067 -2.900546 5.675377 0.1 -0.1 0.0
C 1.225507 -3.540213 7.020566 0.0 -0.1 0.0
H 3.821758 -0.595352 5.579675 0.0 0.0 0.0
H 3.745003 0.098132 7.204397 0.0 0.0 0.0
H 3.672824 -1.646030 6.995456 0.0 0.0 0.0
H 1.596120 0.432006 6.139190 -0.1 0.0 0.0
H 1.409606 -0.706579 7.462736 0.0 0.0 0.0
H -0.391670 -1.820600 4.296989 0.0 0.0 0.0
H -0.118383 -0.162637 4.761836 0.0 0.0 0.0
H -1.400410 -2.345077 6.478076 0.1 0.0 0.0
H -2.099161 -0.848270 5.880555 0.0 0.0 0.1
H -0.884196 -0.791007 7.152591 0.0 0.0 0.0
H 2.663891 -3.030067 5.516464 0.0 0.0 0.0
H 1.113290 -3.461445 4.867473 -0.1 0.0 0.0
H 1.550124 -2.928187 7.863341 0.0 0.0 0.0
H 1.723350 -4.507797 7.111377 0.0 0.0 0.0
H 0.155322 -3.715147 7.119745 0.0 0.1 0.0
C 3.312811 6.146052 -6.225964 0.0 0.0 0.0
C 3.943383 5.510899 -4.994892 0.0 0.1 -0.1
N 4.058750 4.068825 -5.095389 0.0 0.0 0.1
C 4.358035 3.417391 -3.830842 -0.1 -0.1 0.1
C 5.696900 3.728517 -3.154200 0.0 0.0 0.0
C 4.785312 3.576245 -6.252964 0.0 0.0 -0.2
C 6.223215 4.067422 -6.461311 0.0 -0.1 0.0
H 2.361195 5.667399 -6.461486 0.0 0.0 0.0
H 3.127390 7.205248 -6.042438 0.0 0.0 0.0
H 3.959427 6.075010 -7.101461 0.0 0.0 0.0
H 3.306779 5.727482 -4.132171 0.0 -0.1 0.0
H 4.908156 6.004686 -4.795966 0.0 0.0 0.0
H 4.278304 2.337736 -3.970579 0.0 0.0 -0.1
H 3.554983 3.682261 -3.133091 0.0 0.1 0.0
H 6.533426 3.259509 -3.670512 0.0 0.0 0.0
H 5.688931 3.333049 -2.137031 0.0 0.0 0.0
H 5.884824 4.801638 -3.092138 0.0 0.0 0.0
H 4.207396 3.828082 -7.146475 0.0 0.0 0.0
H 4.779657 2.484451 -6.208301 0.0 0.0 0.1
H 6.302410 5.150750 -6.358495 0.0 0.0 0.0
H 6.553499 3.812286 -7.470491 0.0 0.0 0.0
H 6.922594 3.607658 -5.764949 0.0 0.1 0.0
C -1.254126 -4.480150 -5.245835 0.1 0.0 -0.1
C -2.459748 -5.399684 -5.139233 0.1 0.0 0.1
N -3.320110 -5.348903 -6.306895 -0.1 0.0 0.0
C -4.619707 -5.961158 -6.098137 -0.1 0.0 0.1
C -4.673042 -7.467695 -5.817447 -0.1 0.0 0.0
C -2.674079 -5.635257 -7.576286 0.1 0.0 -0.1
C -1.945080 -6.976389 -7.725578 0.0 0.0 -0.1
H -1.566538 -3.462036 -5.486067 0.0 0.0 0.0
H -0.726830 -4.460427 -4.293747 0.0 0.0 0.0
H -0.546851 -4.812892 -6.007492 0.0 0.0 0.0
H -3.055182 -5.081646 -4.278759 -0.1 0.0 0.0
H -2.108873 -6.418767 -4.910701 0.0 0.0 0.0
H -5.243619 -5.738909 -6.968342 0.1 0.0 0.0
H -5.090633 -5.440606 -5.257988 0.1 0.0 0.0
H -4.457362 -8.057984 -6.707278 0.0 0.0 0.0
H -5.676236 -7.741946 -5.484514 0.0 0.0 0.0
H -3.975875 -7.760684 -5.031787 0.0 0.0 0.0
H -1.957073 -4.834790 -7.776915 0.0 0.0 0.1
H -3.428593 -5.544464 -8.361723 -0.1 0.0 0.0
H -1.290699 -7.180505 -6.876870 0.0 0.0 0.0
H -1.319046 -6.954005 -8.620008 0.0 0.0 0.0
H -2.633684 -7.813104 -7.833040 0.0 0.0 0.1
```
Positions in Å, forces in eV/Å.

The LUMO energy comes out at 0.0154 Eh. The structure (SMILES) is C[C@H](Cl)CPCC(=O)O.CCN(CC)CC.CCN(CC)CC.CCN(CC)CC.CCN(CC)CC.CCN(CC)CC. Its charge is 0. As for the spin multiplicity: 1. The orbital gap comes out at 8.348 eV.